[1]
Formula: C5H7ClN2
Source: the Open Molecules 2025 dataset
Level of theory: ωB97M-V/def2-TZVPD

Structure (XYZ):
```
15
Properties=species:S:1:pos:R:3:forces:R:3:mulliken_charge:R:1
C 0.4414 0.9870 1.9222 -1.124 -0.487 -0.259 -0.6328
C -0.7950 0.7772 1.3796 1.981 0.860 1.393 0.3393
Cl -2.0976 1.9876 1.6072 0.776 -0.599 -0.163 -0.2134
C -1.2765 -0.5112 0.9169 -1.763 -1.374 -1.161 -0.4003
C -1.0071 -1.2515 -0.2000 0.188 0.042 1.278 -0.3079
C -0.0346 -0.9299 -1.2463 0.840 1.412 0.418 -0.0942
N 0.4677 0.2448 -1.3733 -0.084 0.072 0.200 -0.0289
N 1.4835 0.4269 -2.2704 0.049 0.910 -0.318 -0.6240
H 0.5734 1.9265 2.5536 0.347 -1.503 -1.143 0.2681
H 1.2144 0.1212 1.7912 -1.410 2.031 0.453 0.2391
H -2.1341 -0.8415 1.5700 1.054 -0.036 -0.689 0.2839
H -1.3930 -2.2923 -0.2566 -0.104 1.017 0.048 0.2631
H 0.3870 -1.6935 -1.8580 0.042 -1.052 -0.438 0.4273
H 1.9762 1.3184 -2.1927 -0.868 -0.230 0.342 0.2583
H 2.1943 -0.2698 -2.3433 0.075 -1.063 0.041 0.2224
```
Positions in Å, forces in eV/Å.

Values from the calculation:
frontier orbital gap = 8.56 eV
energy relative to the best compared isomer or geometry (same formula, charge and spin) = 3.109 eV
E_LUMO = 0.301 eV

---

[2]
Formula: C4H6N2O3
Source: the Open Molecules 2025 dataset
Level of theory: ωB97M-V/def2-TZVPD

Structure (XYZ):
```
15
Properties=species:S:1:pos:R:3:forces:R:3:mulliken_charge:R:1
C -1.3120 -1.3025 0.4770 -1.141 -1.062 0.326 -0.8464
N -0.4508 -0.8417 -0.6239 -2.147 0.080 -0.066 0.1019
O 0.7475 -1.5055 -0.5137 -0.865 -2.738 -0.572 -0.2665
C 1.7364 -0.6799 -0.3386 2.015 1.865 1.205 0.4695
O 2.8781 -1.0312 -0.1540 -0.292 0.045 -0.339 -0.6186
C 1.1399 0.6477 -0.2764 0.448 1.263 0.631 0.5224
O 1.9155 1.7475 0.1311 -1.329 -0.745 -0.884 -0.5585
C -0.1981 0.5241 -0.4675 2.856 -1.013 0.000 -0.1177
N -1.2525 1.3629 -0.3843 -1.128 0.776 -0.567 -0.4857
H -1.1524 -0.7694 1.4190 0.668 -0.168 0.046 0.3032
H -1.2153 -2.4088 0.6141 0.126 1.075 -0.231 0.2823
H -2.3706 -1.0891 0.2868 0.344 -0.100 -0.524 0.3403
H 2.1324 1.5388 1.0420 0.396 0.135 0.223 0.3517
H -1.6415 1.6186 -1.2976 0.013 -0.289 0.480 0.2710
H -0.9566 2.1884 0.0861 0.034 0.878 0.273 0.2511
```
Positions in Å, forces in eV/Å.

Values from the calculation:
frontier orbital gap = 9.46 eV
energy relative to the best compared isomer or geometry (same formula, charge and spin) = 3.250 eV
E_LUMO = 0.444 eV

---

[3]
Formula: C5H13NO
Source: the Open Molecules 2025 dataset
Level of theory: ωB97M-V/def2-TZVPD

Structure (XYZ):
```
20
Properties=species:S:1:pos:R:3:forces:R:3:mulliken_charge:R:1
C 2.0440 0.3480 -1.2892 -0.057 -0.017 0.270 -1.1100
C 0.9811 1.0807 -0.9264 -0.583 -0.029 -1.284 0.7846
C 0.2360 0.7854 0.3361 0.198 -0.285 0.818 -0.9499
C -0.8766 -0.2834 0.3008 0.959 0.509 0.805 -0.9343
N 0.4312 2.0380 -1.7801 0.228 -0.133 0.410 -0.2430
C -0.8385 2.6679 -1.5388 0.281 0.638 0.184 -0.8549
H 2.5415 0.4471 -2.2463 -0.060 0.120 0.038 0.2876
H 2.4060 -0.4113 -0.6154 0.136 -0.034 0.046 0.2714
H -0.1072 1.6586 0.8774 -0.121 0.454 -0.196 0.3796
H 0.9714 0.3519 1.0002 0.389 -0.031 0.193 0.3864
H -1.8479 0.0736 -0.0093 -0.128 -0.142 -0.499 0.3236
H -0.9582 -0.6202 1.3384 -0.321 -0.037 -0.082 0.3000
H -0.4484 -1.1099 -0.2401 -0.501 -0.443 -0.587 0.2910
H 0.7608 2.0506 -2.7288 0.072 -0.095 0.070 0.2161
H -1.0107 3.3996 -2.3184 -0.175 -0.107 -0.408 0.3593
H -1.6739 1.9750 -1.4834 -0.221 -0.053 0.014 0.2324
H -0.8044 3.2976 -0.6449 -0.094 -0.315 0.210 0.2603
O -0.5886 -6.2403 3.7342 0.319 0.597 0.627 -0.6399
H 0.0946 -5.8836 4.3304 -0.166 -0.417 -0.412 0.3214
H -1.3122 -5.6252 3.9037 -0.154 -0.181 -0.215 0.3184
```
Positions in Å, forces in eV/Å.

Values from the calculation:
frontier orbital gap = 8.51 eV
energy relative to the best compared isomer or geometry (same formula, charge and spin) = 1.586 eV
E_LUMO = 0.854 eV

---

[4]
Formula: C14H37N3O5V
Source: the Open Molecules 2025 dataset
Level of theory: ωB97M-V/def2-TZVPD

Structure (XYZ):
```
60
Properties=species:S:1:pos:R:3:forces:R:3:lowdin_spin:R:1
V 1.5972 -8.8902 -5.1702 -0.665 4.545 -1.235 1.9338
O 1.3523 -7.9712 -7.0543 0.922 -0.950 2.208 0.0455
C 1.0898 -6.5564 -6.9582 0.484 -2.029 0.647 0.0031
C 1.4114 -6.0075 -5.5477 -0.666 0.936 0.665 0.0002
O 1.4891 -6.9332 -4.4801 0.086 -3.078 -1.291 -0.0322
H 0.0266 -6.5534 -7.2054 -0.074 1.155 -0.013 0.0012
H 1.7255 -6.0350 -7.6758 -0.391 0.192 -0.283 0.0000
H 0.6250 -5.2756 -5.3107 -0.142 -0.045 0.034 -0.0010
H 2.3083 -5.3797 -5.4815 0.324 -0.261 -0.572 -0.0006
C 5.6336 -7.6809 -6.2050 0.010 -0.625 -0.374 0.0001
C 4.5463 -8.7558 -6.4338 0.630 0.071 -1.844 0.0033
C 5.2625 -10.0577 -6.9330 -0.618 0.132 2.003 0.0002
O 4.3564 -11.1259 -7.1009 -0.826 0.008 -0.670 0.0001
C 5.0304 -12.3432 -7.3269 -0.087 -1.307 0.988 0.0000
N 3.7507 -8.8681 -5.1515 1.718 -1.132 -0.831 0.0010
H 5.2379 -6.8127 -5.6779 -0.014 -0.027 0.053 0.0000
H 6.0868 -7.3110 -7.1240 -0.182 -0.112 -0.126 0.0000
H 6.4434 -8.1540 -5.6418 0.006 0.294 0.259 0.0000
H 3.8830 -8.4662 -7.2522 -0.286 0.197 0.342 -0.0004
H 5.9072 -10.4063 -6.1122 0.603 0.384 -0.164 0.0000
H 5.8376 -9.8982 -7.8443 0.032 0.310 0.004 0.0001
H 4.3774 -13.1273 -7.7186 -0.274 0.642 -0.690 0.0000
H 5.2803 -12.8322 -6.3718 0.514 0.531 0.139 0.0000
H 5.9358 -12.2502 -7.9235 -0.095 0.133 -0.184 0.0000
H 4.2644 -8.1590 -4.6327 -1.039 0.194 0.735 0.0009
H 4.1210 -9.7315 -4.7409 -0.367 -0.032 0.180 0.0010
C 0.7661 -11.3042 -8.2490 -0.885 0.081 -0.325 0.0001
C 0.3877 -11.4556 -6.7850 0.557 -0.329 0.434 0.0024
C 0.1879 -12.9218 -6.3978 -0.471 0.178 -0.392 -0.0003
O 0.0317 -12.9926 -4.9971 0.034 0.253 0.512 0.0005
C -0.2653 -14.2875 -4.5074 0.412 -0.757 -0.557 0.0000
N 1.4893 -10.8830 -5.9188 0.557 -1.556 -0.489 0.0080
H 0.9287 -10.2529 -8.4883 -0.079 0.018 -0.023 -0.0002
H -0.0619 -11.6984 -8.8444 -0.080 0.304 -0.093 0.0001
H 1.6248 -11.8739 -8.6069 0.271 -0.067 0.602 0.0000
H -0.5408 -10.9541 -6.5176 0.112 0.280 -0.282 0.0000
H 1.0210 -13.5173 -6.7922 0.149 -0.187 0.376 0.0000
H -0.7274 -13.2955 -6.8670 0.017 0.008 -0.202 0.0000
H -1.1916 -14.7021 -4.9133 -0.112 0.264 -0.126 0.0000
H -0.3378 -14.3206 -3.4234 0.089 0.493 0.018 0.0000
H 0.5431 -14.9587 -4.8150 -0.027 -0.163 0.130 0.0000
H 1.6366 -11.6072 -5.2090 -0.372 0.400 0.456 0.0033
H 2.3294 -11.0757 -6.4686 0.350 0.584 -0.294 0.0010
C 0.1587 -10.4396 -1.3528 -0.417 0.142 -0.109 0.0002
C 0.3081 -10.2961 -2.8526 0.550 0.286 -0.380 0.0032
C -0.8094 -9.4919 -3.4845 0.262 0.953 0.222 0.0014
O -0.4656 -9.1897 -4.8387 0.200 -0.611 -0.361 0.0063
C -1.5183 -8.6129 -5.6110 -0.278 1.023 -0.366 0.0013
N 1.6530 -9.6308 -3.1395 -0.736 -0.874 1.097 0.0108
H 0.1195 -9.4452 -0.9016 -0.149 -0.024 0.057 0.0001
H 1.0105 -10.9509 -0.9044 -0.084 -0.215 -0.088 0.0001
H -0.7642 -10.9717 -1.1219 0.088 -0.026 0.220 0.0000
H 0.3658 -11.2579 -3.3665 -0.116 -0.073 0.150 0.0001
H -0.8811 -8.5206 -2.9806 -0.285 -0.107 0.213 0.0002
H -1.7640 -10.0179 -3.4575 0.027 -0.051 0.067 -0.0002
H -1.6936 -7.5646 -5.3531 0.058 -0.098 0.613 0.0000
H -2.4451 -9.1691 -5.4860 0.071 -0.200 -0.020 0.0003
H -1.2295 -8.5233 -6.6568 0.311 -0.675 0.038 -0.0003
H 2.2457 -10.3637 -2.7459 0.588 0.157 -0.635 0.0025
H 1.7836 -8.9057 -2.4298 -0.216 0.461 -0.441 0.0026
```
Positions in Å, forces in eV/Å.

Values from the calculation:
frontier orbital gap (spin up / spin down) = 7.57 / 8.12 eV
energy relative to the best compared isomer or geometry (same formula, charge and spin) = 1.361 eV
E_LUMO (spin up / spin down) = -2.837 / -2.618 eV
charge = +1
spin multiplicity = 3